[1]
53
Properties=species:S:1:pos:R:3:forces:R:3:lowdin_charge:R:1 method="wB97M-V/def2-TZVPD" orbital_gap_ev=8.89 e_homo_ev=-14.9717 e_tot_ha=-1272.02731 multiplicity=1 total_charge=+2 max_force_ha_per_bohr=0.007
Be 0.070 -0.954 -0.506 -0.01 0.03 0.13 0.05
O 1.565 -0.891 -1.299 0.09 -0.18 -0.05 -0.07
C 2.228 -2.181 -1.443 -0.20 0.26 0.02 -0.04
C 1.327 -3.160 -0.744 0.00 0.03 -0.02 -0.19
C 1.626 -4.502 -0.634 -0.01 -0.02 0.02 0.03
C 0.743 -5.318 0.053 0.02 -0.08 0.01 0.01
C -0.401 -4.769 0.620 0.00 -0.02 0.00 0.00
C -0.629 -3.422 0.470 0.00 0.05 0.00 -0.06
N 0.213 -2.627 -0.215 0.08 -0.04 0.01 0.05
H 1.946 -0.216 -1.874 0.00 0.00 0.03 0.16
H 3.206 -2.124 -0.968 0.04 -0.05 0.01 0.15
H 2.342 -2.407 -2.502 0.00 -0.07 -0.01 0.16
H 2.534 -4.898 -1.072 -0.02 0.00 0.01 0.14
H 0.949 -6.376 0.155 0.00 0.01 0.00 0.14
H -1.104 -5.375 1.173 0.02 0.00 -0.01 0.13
H -1.494 -2.945 0.913 0.01 0.02 -0.01 0.13
C -0.306 1.395 4.346 -0.08 -0.02 0.04 -0.16
C -0.994 0.782 3.130 -0.05 -0.06 0.00 -0.41
Sb 0.304 0.561 1.460 0.16 0.03 -0.24 1.55
C 2.229 0.244 2.325 0.06 0.03 0.04 -0.41
C 2.990 1.515 2.700 -0.01 -0.03 0.01 -0.16
C 0.404 2.517 0.600 -0.04 0.07 0.04 -0.41
C 0.299 3.684 1.581 -0.02 -0.03 -0.02 -0.16
H -1.024 1.486 5.161 0.01 0.00 0.01 0.09
H 0.086 2.390 4.143 -0.01 0.01 -0.02 0.06
H 0.514 0.774 4.707 0.00 -0.01 -0.01 0.07
H -1.833 1.385 2.781 0.00 0.03 0.04 0.06
H -1.385 -0.211 3.353 -0.02 0.01 0.05 0.05
H 2.793 -0.351 1.604 0.01 0.01 0.00 0.04
H 2.060 -0.397 3.192 0.04 0.01 0.02 0.06
H 3.135 2.172 1.842 0.00 -0.02 -0.01 0.07
H 3.977 1.260 3.087 -0.01 -0.01 0.00 0.08
H 2.473 2.084 3.472 0.00 -0.02 0.01 0.06
H -0.412 2.550 -0.126 0.01 0.05 -0.01 0.04
H 1.334 2.557 0.028 0.00 0.01 0.02 0.06
H -0.639 3.659 2.137 0.00 -0.01 -0.01 0.07
H 0.330 4.631 1.040 0.00 -0.01 -0.01 0.08
H 1.116 3.691 2.300 0.01 -0.01 -0.01 0.06
N -2.216 2.900 -4.881 0.01 -0.08 0.01 0.21
C -1.351 2.295 -4.052 -0.06 0.24 0.17 -0.48
O -0.197 2.645 -3.900 0.03 -0.08 -0.08 0.07
C -1.861 1.135 -3.218 0.03 -0.02 -0.09 -0.07
C -3.125 0.567 -3.233 -0.13 -0.02 -0.06 0.05
C -3.404 -0.502 -2.388 -0.01 0.02 0.00 0.01
C -2.415 -0.973 -1.556 0.06 0.03 -0.06 -0.06
N -1.182 -0.431 -1.540 -0.05 -0.05 0.02 0.00
C -0.927 0.601 -2.352 -0.03 -0.03 0.05 -0.03
H -1.884 3.687 -5.417 0.01 0.00 -0.01 0.14
H -3.182 2.644 -4.967 0.00 -0.01 -0.02 0.11
H -3.905 0.932 -3.889 0.01 -0.01 0.01 0.13
H -4.379 -0.967 -2.377 0.00 0.02 -0.01 0.13
H -2.597 -1.804 -0.887 0.03 0.00 -0.01 0.12
H 0.053 1.059 -2.331 0.02 0.00 0.02 0.12

=====

[2]
21
Properties=species:S:1:pos:R:3:forces:R:3:lowdin_charge:R:1 method="wB97M-V/def2-TZVPD" orbital_gap_ev="8.21 / 9.15" e_homo_ev="-7.5719 / -8.3777" e_tot_ha=-366.19727 multiplicity=1 max_force_ha_per_bohr=0.108 de_lowest_kcal_mol=148.5
C -1.092 0.663 1.204 2.12 -5.10 0.73 -0.16
C 0.281 -1.015 0.020 -1.45 -2.47 0.72 -0.11
C 0.217 0.461 0.238 -1.62 -0.25 1.43 -0.54
C 0.432 -1.565 -1.356 -1.31 0.28 -0.49 -0.10
C 0.030 1.362 -0.974 2.12 2.04 1.17 -0.05
C 1.442 0.827 1.011 1.93 -0.40 -1.25 -0.07
N -2.061 -1.300 0.637 2.53 -0.10 1.44 0.07
O -2.160 0.070 0.538 -1.24 0.21 -1.01 -0.22
H -0.872 -0.011 2.149 -0.28 1.23 -1.59 0.15
H -1.301 1.597 1.574 -0.60 2.54 0.11 0.09
H 0.573 -1.745 0.824 -0.15 1.46 -0.45 0.13
H 0.518 -2.596 -1.687 -0.13 -0.68 1.43 0.07
H 1.388 -1.187 -1.630 0.68 1.00 -1.37 0.07
H -0.466 -1.259 -1.928 0.97 0.65 -0.40 0.09
H 0.855 1.487 -1.681 0.36 -0.81 0.20 0.09
H -0.062 2.443 -0.651 -0.45 -1.17 0.01 0.11
H -0.779 1.065 -1.520 -2.39 -0.49 -1.40 0.04
H 2.264 0.515 0.277 -0.44 1.51 0.89 0.12
H 1.690 0.124 1.782 -0.48 -0.14 0.99 0.07
H 1.438 1.867 1.375 0.41 -0.36 -0.34 0.10
H -2.334 -1.803 -0.204 -0.58 1.05 -0.84 0.05

=====

[3]
15
Properties=species:S:1:pos:R:3:forces:R:3:lowdin_charge:R:1 method="wB97M-V/def2-TZVPD" orbital_gap_ev=10.27 smiles=Nc1nc(N)nc(N)n1 e_homo_ev=-9.1760 e_tot_ha=-446.52976 multiplicity=1 max_force_ha_per_bohr=0.048 de_lowest_kcal_mol=0.0
C 0.317 1.240 -0.085 -0.53 1.97 0.70 -0.47
C 0.866 -0.935 -0.029 0.99 -0.11 -0.20 -0.44
C -1.301 -0.320 -0.104 0.46 1.14 0.11 -0.47
H 1.758 2.735 -0.082 0.35 -0.12 0.08 0.08
H 0.111 3.341 0.025 0.90 -1.24 -0.24 0.11
H 1.574 -2.887 -0.102 -0.07 1.02 0.02 0.10
H 2.836 -1.780 0.105 -0.16 0.82 0.04 0.09
H -2.836 -1.622 0.284 0.39 2.25 -0.74 0.13
H -3.161 0.170 0.393 0.76 -1.92 -1.12 0.13
N 0.781 2.551 -0.043 -2.31 0.00 -0.09 0.12
N 1.276 0.343 0.049 0.22 -1.29 -0.40 0.13
N 1.862 -1.901 -0.105 -1.55 -0.96 0.07 0.13
N -0.416 -1.338 -0.074 0.11 0.68 -0.10 0.13
N -2.635 -0.635 -0.080 -0.97 -0.20 1.82 0.09
N -1.031 1.037 -0.153 1.42 -2.05 0.06 0.14

=====

[4]
98
Properties=species:S:1:pos:R:3:forces:R:3:lowdin_charge:R:1 method="wB97M-V/def2-TZVPD" orbital_gap_ev=2.99 e_homo_ev=-9.8950 e_tot_ha=-4500.61497 multiplicity=1 total_charge=+2 max_force_ha_per_bohr=0.128
N -0.196 7.383 2.327 -1.03 1.22 -1.82 0.35
H -0.039 7.963 3.138 0.38 -0.49 0.80 0.16
H -1.144 7.042 2.253 -0.57 -1.16 0.94 0.17
H 0.487 6.732 1.967 0.47 -0.86 0.75 0.15
H -0.288 8.044 1.569 0.40 0.91 -0.62 0.15
N 6.368 6.656 3.418 -1.19 -0.50 -0.68 0.35
H 6.601 7.030 2.509 -0.11 1.33 -0.14 0.16
H 5.519 6.942 3.883 -0.18 1.78 0.17 0.16
H 7.158 6.730 4.044 0.45 -0.86 0.35 0.17
H 5.956 5.784 3.118 1.21 -1.95 0.42 0.16
N 3.284 6.524 -3.123 0.07 -0.69 0.65 0.35
H 2.620 7.266 -2.952 0.07 0.68 -0.29 0.16
H 4.097 6.561 -2.524 0.41 0.48 0.32 0.15
H 3.613 6.440 -4.075 -0.20 0.08 -0.70 0.17
H 2.815 5.680 -2.827 -0.45 -1.07 -0.17 0.16
C 1.420 1.551 -0.137 1.81 3.12 -0.90 -0.43
O 0.931 1.849 -1.464 -0.81 -1.97 0.33 -0.16
O 1.908 2.864 0.194 -1.11 -2.91 1.29 -0.37
C 0.365 0.728 0.706 2.08 0.98 0.23 -0.62
F -0.013 -0.359 0.061 0.01 -1.27 -0.65 0.14
F 0.824 0.293 1.930 0.29 0.38 -0.66 0.09
F -0.698 1.406 0.937 -2.54 1.73 0.73 0.18
C 0.679 0.819 -2.449 -0.10 1.99 -0.21 -0.26
C -0.043 1.629 -3.504 -0.58 -1.09 -0.85 -0.10
H -0.760 0.917 -3.911 -0.37 0.42 -0.52 0.07
H -0.567 2.487 -3.083 0.15 -0.07 -0.12 0.07
H 0.652 1.866 -4.309 -0.21 0.54 -0.01 0.06
H 0.030 -0.013 -2.175 0.52 0.03 0.54 0.11
H 1.589 0.532 -2.978 0.38 -0.75 0.79 0.11
H 2.202 0.800 -0.248 0.69 -0.13 0.03 0.13
C 0.425 -6.141 -6.535 -0.73 0.69 0.36 -1.47
Cl -0.460 -5.677 -4.967 1.03 -0.69 -1.11 0.44
Cl 1.624 -7.412 -6.449 0.12 0.20 0.60 0.54
Cl 1.123 -4.627 -7.225 -0.47 -0.96 0.23 0.48
H -0.348 -6.590 -7.158 0.05 0.77 -0.07 0.01
C -4.686 0.928 7.618 0.80 2.29 1.21 0.03
C -4.553 2.448 8.226 -0.01 -3.06 -0.47 -0.24
C -3.123 2.938 8.397 0.33 -1.08 0.45 -0.12
O -3.138 4.065 7.606 2.75 3.24 0.26 0.07
C -4.186 4.134 6.805 2.27 1.59 0.13 -0.69
O -4.301 4.880 5.902 -0.10 1.36 -1.55 0.16
O -4.993 3.283 7.210 -5.61 -2.78 -0.58 0.12
H -4.051 1.012 6.736 -0.21 -0.28 -0.20 0.08
H -5.704 0.644 7.353 0.14 0.18 0.18 0.08
H -4.208 0.213 8.288 -0.26 -0.02 0.08 0.08
H -5.125 2.726 9.111 -0.19 -0.67 0.03 0.16
H -2.275 2.423 7.944 -0.32 -1.26 0.57 0.14
H -2.971 3.100 9.464 0.48 0.53 -0.17 0.14
C 6.556 -5.734 7.210 -0.66 -0.71 -1.58 0.00
C 6.176 -5.963 5.710 0.44 0.77 2.28 -0.31
C 5.108 -4.987 5.224 -1.31 -1.94 1.59 -0.13
O 5.602 -4.547 4.008 0.47 0.82 -1.53 0.10
C 6.902 -4.843 3.937 5.59 1.30 -3.18 -0.48
O 7.784 -4.526 3.065 -4.84 -0.92 3.20 0.07
O 7.315 -5.512 5.024 0.06 0.01 -1.21 0.07
H 5.729 -6.094 7.821 0.27 0.22 0.39 0.09
H 6.734 -4.660 7.271 -0.18 -0.07 0.42 0.09
H 7.497 -6.244 7.415 -0.24 -0.14 0.18 0.09
H 5.957 -6.983 5.397 0.03 -0.11 0.31 0.16
H 4.848 -4.225 5.958 0.54 0.57 -0.31 0.13
H 4.192 -5.568 5.116 -0.18 0.22 -0.56 0.14
C -7.531 -0.611 0.997 0.68 -1.62 -0.54 -0.01
C -7.516 -2.097 0.387 0.48 0.65 2.37 -0.24
C -6.235 -2.631 -0.256 -0.63 0.92 -1.83 -0.11
O -6.135 -3.983 0.109 0.00 -1.21 0.32 0.06
C -6.808 -4.172 1.277 0.40 -1.77 1.28 -0.50
O -6.752 -5.177 2.006 -0.37 3.71 -2.64 0.11
O -7.499 -3.034 1.478 -0.87 -0.73 2.84 0.04
H -8.556 -0.409 1.310 0.24 0.22 0.03 0.08
H -7.141 0.155 0.328 -0.46 -0.18 -0.53 0.07
H -6.832 -0.538 1.831 -0.24 -0.39 0.29 0.08
H -8.535 -2.286 0.050 0.49 0.10 -1.56 0.15
H -5.327 -2.139 0.092 -0.20 0.41 0.02 0.14
H -6.336 -2.560 -1.339 0.48 -0.12 -0.05 0.14
C 8.125 -3.172 -4.494 0.72 1.69 0.39 0.00
C 7.763 -1.860 -3.765 1.21 -0.08 0.12 -0.33
C 8.872 -0.814 -3.485 1.43 -0.08 -0.43 -0.05
O 8.367 0.467 -3.932 0.66 0.46 1.11 0.09
C 7.236 0.274 -4.507 -5.11 0.48 -2.31 -0.54
O 6.392 1.094 -4.924 3.18 -1.98 1.33 0.08
O 6.986 -1.081 -4.637 -1.49 0.94 -0.05 0.06
H 7.247 -3.747 -4.787 0.08 0.13 0.24 0.09
H 8.802 -3.722 -3.840 -0.09 -0.32 -0.23 0.09
H 8.656 -2.809 -5.374 0.11 -0.58 -0.25 0.09
H 7.348 -2.128 -2.793 -1.02 0.37 -0.13 0.15
H 9.737 -0.919 -4.139 0.29 -0.61 0.38 0.14
H 9.158 -0.664 -2.444 0.02 -0.36 -0.13 0.13
C -9.859 -0.950 -8.561 0.34 1.13 1.82 -0.12
C -9.769 0.322 -7.599 -1.37 -1.19 -0.58 -0.18
O -8.481 0.232 -7.093 2.60 -0.53 -0.01 -0.22
S -7.438 -0.457 -8.158 2.05 2.87 -0.70 0.72
O -6.873 -1.617 -7.515 -0.71 1.24 -0.89 -0.23
O -6.530 0.594 -8.764 -3.17 -3.64 1.94 -0.28
O -8.594 -0.812 -9.209 0.91 -0.17 -0.90 -0.22
H -10.712 -1.029 -9.235 0.51 0.42 -0.29 0.13
H -9.782 -1.868 -7.978 -0.40 0.03 0.26 0.12
H -10.400 0.257 -6.713 -0.35 0.01 -0.33 0.13
H -9.865 1.285 -8.100 -0.40 -0.18 -0.31 0.13

=====

[5]
13
Properties=species:S:1:pos:R:3:forces:R:3:lowdin_charge:R:1 method="wB97M-V/def2-TZVPD" orbital_gap_ev=8.94 e_homo_ev=-8.2431 e_tot_ha=-800.25303 multiplicity=1 max_force_ha_per_bohr=0.133 de_lowest_kcal_mol=79.4
C 1.925 -0.636 -0.121 4.23 -1.76 -0.18 -0.20
C 1.111 0.280 0.314 -5.10 0.02 -0.53 -0.15
C 0.101 -1.705 -0.781 1.87 5.77 3.12 -0.72
C -1.371 0.756 0.488 2.95 -0.26 -0.50 -0.29
N 1.345 -1.766 -0.653 -0.46 -0.53 -0.73 0.04
N -0.224 -0.052 0.077 2.46 -1.93 -1.13 -0.03
O -1.830 1.633 -0.499 0.57 1.34 -0.47 -0.05
Cl -1.202 -2.605 -0.864 -2.13 -1.95 -0.62 0.82
H 3.029 -0.565 0.052 -1.22 -0.43 -0.55 0.12
H 1.326 1.188 0.769 0.58 1.42 0.74 0.10
H -2.081 -0.010 0.606 -1.73 -0.30 0.64 0.09
H -0.989 1.203 1.451 -1.03 0.03 -0.77 0.14
H -1.140 2.277 -0.839 -1.00 -1.43 0.98 0.12

=====

[6]
60
Properties=species:S:1:pos:R:3:forces:R:3:lowdin_charge:R:1 method="wB97M-V/def2-TZVPD" orbital_gap_ev=9.51 smiles=Fc1ccccc1.Fc1ccccc1.Fc1ccccc1.Fc1ccccc1.Fc1ccccc1 e_homo_ev=-8.8547 e_tot_ha=-1657.25826 multiplicity=1 max_force_ha_per_bohr=0.142 de_lowest_kcal_mol=142.1
F 2.567 0.936 -3.841 -0.23 0.23 0.14 0.03
C 1.333 0.979 -3.275 0.30 -0.21 -0.13 -0.33
C 0.405 1.898 -3.782 2.54 2.15 -1.60 -0.07
C -0.844 1.851 -3.285 -1.19 0.04 2.12 -0.08
C -1.173 0.899 -2.185 -2.32 1.77 -2.50 -0.10
C -0.270 0.025 -1.675 2.95 0.92 -1.52 -0.09
C 1.082 0.117 -2.253 0.67 -2.06 0.96 0.00
H 0.864 2.781 -4.475 -1.53 -2.46 1.51 0.16
H -1.519 2.698 -3.564 0.20 -1.28 0.31 0.11
H -2.290 0.898 -2.006 1.53 -0.23 0.53 0.11
H -0.440 -0.681 -0.900 -0.36 -0.40 0.41 0.07
H 2.015 -0.589 -2.005 -2.52 1.54 -0.15 0.16
F -1.873 -2.563 -1.802 -0.30 1.37 -0.68 0.10
C -1.882 -3.798 -1.394 0.55 -4.10 0.68 -0.30
C -1.712 -4.895 -2.280 -0.12 0.52 -1.21 -0.03
C -1.633 -6.229 -1.879 -0.24 1.28 4.32 -0.07
C -1.751 -6.441 -0.460 -0.57 2.70 -0.60 -0.06
C -1.968 -5.340 0.489 0.05 -3.70 -0.08 -0.10
C -2.004 -4.099 -0.028 -1.55 4.33 1.70 -0.07
H -1.732 -4.803 -3.369 0.24 0.83 0.28 0.11
H -1.469 -7.104 -2.481 -0.17 0.21 -0.56 0.10
H -1.913 -7.428 -0.193 0.20 -1.81 1.04 0.06
H -2.188 -5.473 1.634 0.57 -0.08 -2.57 0.14
H -2.375 -3.264 0.766 1.35 -1.60 -2.31 0.15
F 2.943 -0.876 0.820 0.20 -0.62 0.53 0.04
C 2.379 -1.791 1.642 -2.77 -0.44 0.46 -0.29
C 1.197 -1.403 2.359 -0.22 2.12 0.50 -0.03
C 0.516 -2.259 3.213 1.27 -2.57 -0.52 -0.09
C 0.935 -3.668 3.264 -1.79 1.13 -0.24 -0.09
C 1.973 -4.098 2.395 -0.29 -0.76 2.08 -0.12
C 2.700 -3.140 1.642 3.40 -1.28 -1.30 -0.06
H 0.761 -0.325 2.379 1.29 -1.82 -0.52 0.13
H -0.344 -1.917 3.802 0.47 -0.09 -0.34 0.09
H 0.220 -4.340 3.911 2.01 0.98 -1.40 0.13
H 2.296 -5.209 2.521 -0.45 2.25 -0.76 0.13
H 3.745 -3.511 1.068 -3.20 1.12 1.45 0.17
F 2.642 4.306 -4.094 -0.22 0.77 0.60 0.03
C 2.431 5.214 -3.109 -0.38 2.35 3.22 -0.20
C 2.249 4.749 -1.706 0.52 2.61 -3.60 0.01
C 2.128 5.663 -0.635 0.28 1.88 -4.92 -0.08
C 2.073 7.042 -0.914 0.87 0.91 -3.16 -0.05
C 2.257 7.588 -2.296 -0.56 -7.04 1.88 -0.05
C 2.396 6.671 -3.384 0.61 -2.40 1.81 -0.01
H 2.222 3.710 -1.557 0.09 -1.23 0.30 0.08
H 2.102 5.212 0.258 -0.34 -0.95 3.55 0.06
H 1.967 7.874 -0.243 -0.20 -0.40 0.94 0.08
H 1.891 8.493 -2.532 -0.36 3.56 -0.45 0.05
H 2.591 7.030 -4.384 -0.28 -0.07 -0.17 0.09
F -3.271 -1.482 2.059 0.09 0.00 0.19 0.06
C -2.699 -0.447 2.676 0.81 3.11 3.41 -0.27
C -2.809 -0.245 4.135 4.40 4.45 -3.59 0.01
C -2.065 0.873 4.769 -0.46 -0.08 -0.68 -0.04
C -1.520 1.930 3.900 -2.24 -4.34 0.35 -0.09
C -1.566 1.756 2.514 -0.56 -2.19 2.04 -0.09
C -2.033 0.555 1.948 -1.23 -1.19 -1.36 -0.03
H -3.207 -0.939 4.703 -2.10 -3.36 2.74 0.03
H -1.905 0.971 5.982 -0.81 -0.40 -3.43 0.15
H -1.193 2.794 4.351 0.99 1.82 0.76 0.06
H -1.173 2.514 1.940 0.73 1.40 -1.55 0.08
H -2.059 0.327 0.845 0.38 0.78 1.10 0.12

=====

[7]
25
Properties=species:S:1:pos:R:3:forces:R:3:lowdin_charge:R:1 method="wB97M-V/def2-TZVPD" orbital_gap_ev="6.58 / 5.55" e_homo_ev="-7.1735 / -7.0004" e_tot_ha=-1034.40026 multiplicity=2 s_squared=0.76 max_force_ha_per_bohr=0.125 de_lowest_kcal_mol=0.0
O 0.091 2.173 -1.268 -3.01 2.38 -1.07 -0.16
O -0.467 3.371 -3.052 -2.16 0.79 1.18 -0.07
C 0.656 2.849 -3.764 0.58 -0.59 -0.29 -0.15
C 1.909 3.662 -3.470 -0.04 0.49 0.25 -0.14
O 2.996 3.214 -4.274 0.00 -0.32 0.24 0.02
C -0.742 2.946 -1.787 5.62 -2.92 -1.09 -0.23
H 0.816 1.793 -3.509 -0.09 0.28 -0.01 0.13
H 0.404 2.932 -4.829 -0.03 0.07 0.32 0.14
H 2.226 3.518 -2.430 -0.09 0.00 -0.25 0.13
H 1.720 4.728 -3.647 -0.02 -0.26 0.02 0.13
O 4.140 3.306 -6.159 0.04 0.20 -0.29 -0.08
O 2.391 4.634 -5.925 -0.27 0.43 -0.32 -0.09
C 3.170 3.749 -5.495 0.24 -0.17 -0.30 -0.81
O -3.512 -1.096 0.821 0.31 -0.57 0.75 0.04
C -3.980 -0.299 -0.120 1.35 3.48 -0.52 -0.61
C -3.766 -2.470 0.485 -0.05 0.02 0.10 -0.09
O -3.694 0.901 -0.211 -1.88 -3.24 -0.10 -0.14
O -4.707 -0.949 -1.004 -0.59 -0.60 -0.71 0.08
C -4.745 -2.353 -0.690 -0.12 -0.02 -0.02 -0.09
H -4.193 -2.965 1.362 0.13 0.09 -0.21 0.13
H -2.813 -2.937 0.212 -0.22 0.09 0.06 0.13
H -5.774 -2.616 -0.423 0.23 0.03 -0.07 0.13
H -4.429 -2.913 -1.575 -0.11 0.13 0.20 0.13
Hg -1.728 2.048 0.733 0.31 0.59 1.29 0.63
Li 3.563 4.606 -7.507 -0.14 -0.39 0.83 0.83